[1]
The following is a DFT calculation (ωB97M-V with the def2-TZVPD basis set) of C41H68AsI2N8OSi6TeZn as an isolated structure in a non-equilibrium geometry.

Positions of all 129 atoms, in Å:
Zn  -1.307  -1.395  0.133
I  -2.788  -3.249  4.638
C  -1.368  -4.009  3.298
C  -0.841  -5.283  3.466
C  0.058  -5.776  2.552
I  0.800  -7.734  2.864
C  0.466  -5.018  1.439
C  1.381  -5.442  0.451
C  1.690  -4.615  -0.594
C  1.079  -3.358  -0.673
N  0.228  -2.928  0.228
C  -0.086  -3.717  1.281
C  -1.033  -3.169  2.229
O  -1.529  -2.002  2.077
H  -1.136  -5.888  4.311
H  1.835  -6.420  0.530
H  2.386  -4.920  -1.363
H  1.287  -2.689  -1.498
C  -5.731  2.988  1.927
C  -4.738  3.938  1.251
C  -4.824  3.821  -0.271
C  -3.300  3.772  1.762
N  -2.589  2.636  1.216
C  -2.937  1.360  1.036
N  -1.927  0.722  0.508
N  -0.927  1.624  0.386
N  -1.316  2.767  0.783
H  -6.750  3.350  1.788
H  -5.543  2.923  3.000
H  -5.682  1.982  1.509
H  -5.017  4.961  1.523
H  -4.595  2.809  -0.605
H  -4.129  4.507  -0.759
H  -5.833  4.066  -0.604
H  -3.301  3.707  2.852
H  -2.710  4.642  1.475
H  -3.883  0.915  1.286
C  -1.338  -3.081  -3.814
Si  -3.029  -3.177  -2.939
C  -4.261  -2.235  -4.053
C  -3.542  -5.003  -3.151
As  -3.059  -2.873  -0.619
Si  -5.016  -1.665  -0.273
C  -5.118  -1.296  1.593
C  -6.530  -2.793  -0.558
C  -5.368  -0.036  -1.228
H  -1.374  -3.601  -4.773
H  -0.570  -3.558  -3.202
H  -1.018  -2.058  -4.002
H  -4.222  -2.605  -5.080
H  -4.070  -1.160  -4.080
H  -5.280  -2.379  -3.686
H  -3.552  -5.331  -4.193
H  -4.539  -5.152  -2.729
H  -2.857  -5.644  -2.592
H  -5.382  -2.218  2.114
H  -5.872  -0.545  1.844
H  -4.153  -0.983  1.999
H  -6.419  -3.681  0.067
H  -6.592  -3.134  -1.594
H  -7.473  -2.308  -0.298
H  -4.447  0.519  -1.423
H  -6.054  0.624  -0.693
H  -5.821  -0.260  -2.196
C  4.294  -2.134  4.565
Si  3.916  -0.303  4.903
C  2.636  -0.279  6.308
C  5.522  0.430  5.626
Si  3.154  0.798  2.968
Te  1.000  -0.213  2.305
Si  2.647  3.030  3.466
C  2.154  4.033  1.934
C  4.033  4.011  4.332
C  1.147  3.110  4.628
Si  4.798  0.696  1.302
C  6.465  1.393  1.899
C  4.345  1.680  -0.261
C  5.158  -1.090  0.759
H  4.551  -2.681  5.474
H  5.128  -2.236  3.867
H  3.428  -2.622  4.113
H  2.910  -0.942  7.132
H  1.663  -0.600  5.929
H  2.514  0.727  6.716
H  5.784  -0.007  6.593
H  5.427  1.509  5.761
H  6.359  0.259  4.947
H  2.974  4.090  1.213
H  1.866  5.056  2.189
H  1.309  3.563  1.432
H  4.958  3.979  3.753
H  4.249  3.593  5.318
H  3.765  5.061  4.470
H  0.302  2.599  4.163
H  0.842  4.135  4.855
H  1.353  2.602  5.572
H  6.351  2.421  2.250
H  7.227  1.395  1.116
H  6.853  0.807  2.734
H  4.502  2.748  -0.097
H  3.290  1.546  -0.511
H  4.936  1.388  -1.132
H  5.570  -1.665  1.591
H  5.873  -1.144  -0.065
H  4.244  -1.597  0.441
N  0.514  1.832  -6.099
C  1.383  2.251  -7.073
C  1.197  2.695  -8.374
C  2.335  3.023  -9.090
C  3.611  2.904  -8.527
C  3.795  2.459  -7.232
C  2.662  2.130  -6.488
N  2.548  1.649  -5.209
C  1.268  1.474  -5.002
C  0.693  0.910  -3.795
C  -0.682  0.698  -3.646
C  -1.144  0.046  -2.524
N  -0.350  -0.384  -1.549
C  0.955  -0.118  -1.646
C  1.516  0.507  -2.739
H  -0.483  1.758  -6.181
H  0.212  2.767  -8.818
H  2.235  3.378  -10.106
H  4.470  3.168  -9.131
H  4.782  2.351  -6.804
H  -1.391  1.003  -4.405
H  -2.203  -0.160  -2.398
H  1.558  -0.427  -0.796
H  2.578  0.691  -2.799

Calculated values
charge	-1
E_LUMO	1.2	eV



[2]
The following is a DFT calculation (ωB97M-V with the def2-TZVPD basis set) of C41H68N3NaOP2Si as an isolated structure in a non-equilibrium geometry.

Positions of all 117 atoms, in Å:
Na  -0.221  -2.447  1.380
C  -3.996  -0.812  -2.043
Si  -2.128  -0.564  -1.844
C  -1.934  1.216  -1.094
C  -2.525  2.076  -2.010
C  -2.798  3.411  -1.739
C  -2.437  3.892  -0.456
C  -1.790  3.073  0.458
C  -1.569  1.717  0.169
P  -0.751  0.773  1.542
C  -1.791  1.245  2.996
C  -1.351  0.341  4.164
C  -2.088  0.716  5.430
C  -3.612  0.705  5.330
C  -4.086  0.305  3.932
C  -3.366  1.160  2.858
C  0.815  1.787  1.825
C  0.774  3.232  2.423
C  2.008  3.542  3.275
C  3.367  3.015  2.814
C  3.254  1.599  2.219
C  1.876  0.966  2.493
C  -1.364  -0.483  -3.594
C  -2.097  -0.556  -4.786
C  -1.500  -0.565  -6.043
C  -0.136  -0.549  -6.196
C  0.629  -0.456  -5.039
C  0.060  -0.341  -3.768
P  0.897  0.226  -2.260
C  2.305  -0.911  -1.862
C  2.047  -1.438  -0.446
C  3.341  -2.032  0.180
C  4.227  -2.659  -0.922
C  3.406  -3.226  -2.074
C  2.626  -2.102  -2.815
C  1.739  1.808  -2.737
C  0.750  2.915  -3.003
C  1.480  4.263  -3.076
C  2.551  4.300  -4.133
C  3.493  3.065  -3.967
C  2.824  1.745  -3.816
H  -4.256  -1.880  -2.199
H  -4.507  -0.257  -2.852
H  -4.498  -0.567  -1.105
H  -2.910  1.647  -2.947
H  -3.422  4.109  -2.341
H  -2.588  4.944  -0.156
H  -1.547  3.460  1.437
H  -1.593  2.259  3.266
H  -1.573  -0.686  3.834
H  -0.259  0.430  4.388
H  -1.684  0.092  6.246
H  -1.803  1.737  5.668
H  -4.070  0.031  6.073
H  -3.992  1.676  5.523
H  -3.821  -0.728  3.793
H  -5.175  0.367  3.810
H  -3.624  0.692  1.898
H  -3.732  2.189  2.801
H  1.167  1.919  0.762
H  0.598  3.930  1.603
H  -0.060  3.324  3.089
H  2.008  4.613  3.348
H  1.870  3.241  4.317
H  3.875  3.631  2.100
H  3.976  3.009  3.726
H  3.289  1.663  1.135
H  4.108  0.975  2.500
H  1.920  -0.035  2.084
H  1.715  0.867  3.562
H  -3.132  -0.708  -4.714
H  -2.121  -0.575  -6.895
H  0.361  -0.556  -7.128
H  1.718  -0.400  -5.171
H  3.165  -0.276  -1.766
H  1.700  -0.658  0.263
H  1.188  -2.128  -0.452
H  3.947  -1.247  0.692
H  3.060  -2.762  0.940
H  4.889  -1.893  -1.405
H  4.931  -3.396  -0.501
H  4.082  -3.792  -2.802
H  2.666  -3.918  -1.707
H  3.163  -1.749  -3.703
H  1.647  -2.476  -3.194
H  2.265  2.036  -1.802
H  0.267  2.604  -3.940
H  0.073  2.878  -2.200
H  0.744  5.028  -3.318
H  1.859  4.429  -2.093
H  2.027  4.275  -5.114
H  3.193  5.190  -4.088
H  4.221  3.125  -4.818
H  4.127  3.209  -3.094
H  2.275  1.468  -4.749
H  3.535  0.903  -3.635
N  -0.432  -4.586  0.457
C  -1.303  -5.733  0.708
C  -2.483  -5.418  1.654
C  -2.084  -5.232  3.118
N  -1.464  -3.941  3.277
H  -0.978  -3.946  -0.094
H  0.323  -4.883  -0.168
H  -0.744  -6.571  1.135
H  -1.773  -6.042  -0.251
H  -3.218  -6.224  1.477
H  -2.976  -4.521  1.315
H  -1.385  -5.993  3.399
H  -2.981  -5.347  3.754
H  -1.439  -3.643  4.254
H  -2.060  -3.278  2.818
O  0.948  -2.335  3.404
H  1.876  -2.632  3.445
H  0.498  -3.045  3.850
N  -2.145  -2.181  0.196
C  -1.357  -1.936  -0.834
H  -3.012  -1.727  0.354

Calculated values
E_LUMO	-0.1	eV



Per-record frontier orbital gap, eV: 4.77; 5.72
Per-record relative energy (zero: lowest compared OMol25 entry of this formula, charge and spin), kJ/mol: 78.5; 150.1